(1)
Formula: C6H9O4Zn
Source: OMol25
Level of theory: ωB97M-V with the def2-TZVPD basis set

Geometry (Å):
Zn 1.096 -0.113 -4.375
O 0.192 -1.738 -1.384
O 0.740 2.750 0.413
O -0.225 -0.227 -3.013
O 1.642 -1.351 -2.970
C -0.845 -0.252 1.819
C -0.275 2.068 1.129
C 0.365 -1.079 -0.111
C 0.125 0.625 1.315
C 0.460 -1.184 -2.555
C -0.835 -1.590 1.311
H 0.955 -1.923 0.282
H -1.698 -1.947 0.741
H -1.814 0.169 2.109
H 1.183 0.487 1.562
H -0.424 2.530 2.121
H -1.234 2.123 0.586
H 0.370 3.099 -0.402
H -0.411 -2.330 2.001
H 0.633 -0.118 -0.580

Force components x, y, z for each atom (eV/Å):
1.179 1.285 -2.584
-2.316 -2.618 -1.837
0.160 0.217 -0.126
-2.134 -0.433 0.355
0.176 -1.497 -0.734
0.487 4.025 -1.127
-0.176 0.001 0.379
-0.741 -5.007 -0.363
-2.535 0.739 4.775
1.647 1.584 3.710
1.862 -0.191 -3.162
1.845 2.112 0.358
-0.029 0.245 0.538
0.105 0.091 -0.209
-0.111 -0.490 -1.295
0.069 0.139 -0.299
0.321 -0.056 0.240
0.044 0.011 0.071
0.133 -0.311 -0.724
0.016 0.153 2.034

The expectation value of S² is 0.751. Its LUMO energy (spin up / spin down) is 0.3 / -0.9 eV. The calculation puts the orbital gap (spin up / spin down) at 0.2945 / 0.2653 Ha. The calculation puts the energy relative to the best compared isomer or geometry (same formula, charge and spin) at 401.1 kJ/mol. As for the spin multiplicity: 2.

***

(2)
Formula: C27H35N5NaO10S2
Source: OMol25
Level of theory: ωB97M-V with the def2-TZVPD basis set

Geometry (Å):
S -0.445 -0.106 -3.150
S -5.053 3.250 3.199
Na -0.441 -0.017 1.384
O -1.128 -3.035 1.649
O -5.933 2.126 3.010
O -3.532 5.859 -0.112
O 0.819 -4.426 -1.314
O -0.651 -1.523 0.097
O -0.005 -2.100 4.705
O -3.670 2.989 3.462
O -1.360 5.895 -0.235
O -0.303 -0.456 3.223
O 1.973 -0.247 1.428
N -2.424 5.302 -0.047
N 0.399 -2.383 -2.170
N 2.026 -0.965 -3.073
N -1.590 1.897 0.631
N -3.432 3.106 0.480
C 2.023 -1.406 0.617
C 3.316 -4.443 -2.690
C 3.909 0.183 -4.120
C 2.443 -0.866 2.614
C -3.690 0.660 0.986
C 3.808 -1.445 2.177
C -5.199 4.299 1.710
C -4.824 3.475 0.485
C 1.084 -3.562 -2.124
C 3.050 -3.821 -5.370
C 2.164 -3.803 -3.138
C 4.917 0.026 -2.984
C -0.354 -2.332 1.030
C -2.356 3.951 0.253
C 1.460 -2.022 2.834
C 2.033 -3.497 -4.489
C 1.163 -2.420 1.381
C 4.204 -4.438 -4.914
C -5.725 3.424 5.806
C 0.222 -1.490 3.670
C -1.228 3.157 0.355
C 3.505 -1.821 0.715
C 2.475 0.291 -3.615
C 0.729 -1.199 -2.789
C -2.905 1.876 0.710
C -5.722 4.279 4.556
C 4.337 -4.746 -3.570
H 4.775 0.804 -2.237
H -4.543 5.157 1.821
H -6.236 4.615 1.648
H 1.884 -2.838 3.420
H 1.675 -1.166 -0.384
H 4.106 -2.302 2.779
H -6.722 4.585 4.264
H -0.299 -2.243 -1.398
H 1.795 0.562 -4.427
H -4.439 0.487 0.214
H -6.350 2.549 5.643
H 2.944 -3.591 -6.420
H 2.486 -0.148 3.429
H 4.592 -0.686 2.240
H 4.138 1.088 -4.684
H 4.116 -1.233 0.027
H 3.663 -2.877 0.503
H -4.196 0.747 1.947
H 5.931 0.100 -3.369
H -0.205 3.444 0.235
H -6.100 3.978 6.665
H 3.390 -4.698 -1.643
H -4.713 3.085 6.013
H 4.992 -4.694 -5.607
H 2.725 -1.556 -2.648
H 3.984 -0.668 -4.803
H 4.815 -0.940 -2.493
H -5.422 2.561 0.482
H 1.141 -3.009 -4.853
H 1.451 -3.453 1.174
H -5.033 4.066 -0.413
H -3.004 -0.182 1.022
H 2.404 1.073 -2.848
H 5.232 -5.231 -3.205
H -5.066 5.140 4.646

Force components x, y, z for each atom (eV/Å):
-0.533 0.373 -0.050
-0.640 0.875 0.039
-0.003 2.367 -1.252
-0.332 -0.431 0.340
-0.360 -0.038 -0.046
0.624 -0.328 -0.018
0.019 0.067 0.024
-0.649 -0.230 -1.640
-0.324 -0.208 0.733
0.464 0.180 0.090
-0.725 -0.406 0.125
-0.657 0.673 1.643
-0.079 0.650 -0.236
0.249 1.450 -0.337
-0.273 -0.159 0.246
-0.070 -0.110 0.408
0.327 0.033 0.038
0.324 -0.077 -0.186
0.352 -0.808 -0.806
-0.185 0.121 0.098
-0.051 -0.023 0.243
0.577 -0.418 0.868
-0.128 -0.069 0.186
0.018 0.261 0.116
0.180 -0.512 0.659
-0.578 0.055 -0.039
0.212 -0.149 -0.094
-0.054 0.026 -0.105
0.184 -0.384 -0.097
-0.062 0.015 -0.254
0.768 -1.284 0.190
0.626 -1.215 0.215
-0.542 0.201 0.847
-0.010 -0.106 0.098
-0.528 -0.010 -0.371
0.093 -0.059 0.002
0.066 -0.187 -0.020
1.527 -1.246 0.118
-0.453 0.499 -0.059
-0.046 0.122 -0.169
0.140 0.195 -0.383
0.385 0.215 -0.331
-0.401 0.383 -0.223
0.291 -0.441 -0.629
0.107 -0.007 -0.042
0.014 0.056 0.091
-0.041 0.053 0.092
-0.120 0.049 0.010
0.099 0.097 -0.110
0.008 0.002 0.133
-0.038 0.032 0.083
-0.084 0.069 -0.104
0.063 0.056 -0.108
0.092 0.025 0.143
0.009 -0.077 -0.043
-0.044 -0.062 0.112
-0.029 0.016 -0.085
-0.042 0.039 -0.056
-0.009 -0.038 0.004
-0.024 -0.013 -0.034
-0.006 -0.010 -0.047
-0.057 -0.062 -0.041
-0.018 -0.086 0.003
0.137 -0.053 0.060
0.241 0.174 -0.040
0.003 0.051 -0.038
-0.016 -0.031 0.074
0.043 -0.047 0.147
0.064 0.015 -0.060
-0.077 -0.002 -0.017
0.006 0.049 -0.083
0.056 -0.100 0.113
0.126 0.061 -0.124
-0.121 0.060 -0.002
0.014 0.088 -0.019
-0.063 -0.238 0.250
-0.091 -0.156 -0.077
-0.072 0.043 -0.100
0.071 -0.043 0.004
0.056 0.125 -0.070

Its LUMO energy is 1.2 eV. The calculation puts the orbital gap at 0.2126 Ha. The total charge is -1. As for the spin multiplicity: 1.

***

Q: Among the records above, which one has the lowest spin multiplicity?
A: C27H35N5NaO10S2